one.
Formula: C6H14NO
Source: the Open Molecules 2025 dataset
Level of theory: wB97M-V/def2-TZVPD

Results
**E_HOMO**: -2.1 eV
**Gap between HOMO and LUMO**: 0.20015 Ha
**Spin multiplicity**: 1
**Charge**: -1

```
22
Properties=species:S:1:pos:R:3:mulliken_charge:R:1
C -0.699 -1.347 -0.395 -0.22
C -1.650 -0.761 -1.424 -1.29
C -0.344 -0.285 0.714 -0.47
N -1.634 0.257 1.383 -0.68
C -0.760 2.571 1.364 -1.17
C -0.857 1.150 1.922 0.27
C 2.856 -0.977 -1.188 -0.24
O 2.314 -0.959 -2.397 -0.83
H -1.017 -2.248 0.129 0.38
H 0.191 -1.637 -0.962 0.15
H -2.551 -0.415 -0.900 0.35
H -2.020 -1.465 -2.170 0.39
H -1.137 0.059 -1.924 0.27
H 0.367 0.351 0.172 0.26
H 0.187 -0.923 1.428 0.29
H 3.593 -0.116 -0.940 0.15
H -0.851 3.344 2.121 0.38
H -1.455 2.581 0.534 0.33
H 0.262 2.604 0.965 0.28
H -0.459 0.921 2.927 0.44
H 2.107 -0.853 -0.359 -0.21
H 3.556 -1.852 -1.000 0.16
```

=====

two.
Formula: C6H14NO
Source: the Open Molecules 2025 dataset
Level of theory: wB97M-V/def2-TZVPD

Results
**E_HOMO**: -2.2 eV
**Gap between HOMO and LUMO**: 0.21664 Ha
**SMILES**: CCN[C@H](C)CC[O-]
**Spin multiplicity**: 1
**Charge**: -1

```
22
Properties=species:S:1:pos:R:3:mulliken_charge:R:1
C -2.797 -0.413 0.723 -1.03
C -2.059 -0.159 -0.625 -0.51
N -0.894 0.685 -0.557 -0.36
C 0.395 -0.002 -0.416 0.49
C 0.450 -0.937 0.795 -1.30
C 1.496 1.024 -0.334 -1.00
C 2.975 0.406 -0.410 -0.46
O 3.042 -0.915 -0.652 -0.86
H -2.508 -1.371 1.128 0.24
H -3.878 -0.346 0.534 0.37
H -2.615 0.418 1.392 0.27
H -1.717 -1.093 -1.069 0.31
H -2.809 0.274 -1.300 0.37
H -0.993 1.413 0.138 0.29
H 0.616 -0.587 -1.302 0.15
H 0.132 -0.462 1.728 0.22
H -0.102 -1.856 0.598 0.25
H 1.489 -1.285 0.869 0.52
H 1.456 1.689 0.548 0.29
H 1.359 1.774 -1.134 0.37
H 3.450 0.749 0.551 0.11
H 3.513 0.993 -1.205 0.27
```

=====

three.
Formula: C6H14NO
Source: the Open Molecules 2025 dataset
Level of theory: wB97M-V/def2-TZVPD

Results
**E_HOMO**: -2.7 eV
**Gap between HOMO and LUMO**: 0.23496 Ha
**Spin multiplicity**: 1
**Charge**: -1

```
22
Properties=species:S:1:pos:R:3:mulliken_charge:R:1
C -2.562 -0.765 -0.586 0.03
N -3.363 0.323 -0.748 -0.73
C 1.520 1.798 0.097 -0.90
C 2.529 0.787 -0.543 -0.32
O 2.677 -0.341 0.138 -0.85
C -1.127 -0.834 -1.055 -0.49
C -0.283 -0.602 1.495 -1.32
C -0.348 -1.368 0.138 -0.39
H -2.460 0.268 0.224 0.24
H -3.010 -1.741 -0.203 0.34
H 1.718 2.908 -0.091 0.38
H 1.561 1.897 1.223 0.24
H 0.437 1.757 -0.153 0.11
H 1.973 0.803 -1.615 0.03
H 3.477 1.306 -0.773 0.36
H -1.035 -1.341 -2.008 0.38
H -0.749 0.295 -1.128 0.09
H -1.101 -1.000 2.136 0.47
H 0.706 -0.838 1.959 0.26
H -0.511 0.428 1.379 0.33
H 0.723 -1.397 -0.227 0.23
H -0.774 -2.344 0.341 0.51
```

=====

four.
Formula: C6H14NO
Source: the Open Molecules 2025 dataset
Level of theory: wB97M-V/def2-TZVPD

Results
**E_HOMO**: -3.0 eV
**Gap between HOMO and LUMO**: 0.13637 Ha
**Spin multiplicity**: 1
**Charge**: -1

```
22
Properties=species:S:1:pos:R:3:mulliken_charge:R:1
C -1.892 -0.230 2.759 -0.63
N -1.567 0.944 3.144 -0.37
C -0.320 -0.145 -1.338 -0.47
C 0.845 0.482 -0.509 0.95
C 0.654 1.860 0.052 -1.48
C 1.100 -0.491 0.643 -1.26
C 0.325 -1.060 -2.492 -0.57
O 1.486 -0.654 -2.948 -0.80
H -1.157 -1.060 2.794 0.44
H -2.940 -0.582 2.693 0.30
H -1.690 -0.460 0.966 0.19
H -0.986 -0.822 -0.789 -0.10
H -0.894 0.567 -1.939 0.39
H 1.783 0.383 -1.092 0.26
H 0.427 2.592 -0.725 0.39
H -0.178 1.933 0.788 0.22
H 1.562 2.293 0.489 0.38
H 2.004 -0.252 1.220 0.41
H 0.283 -0.445 1.381 0.10
H 1.255 -1.528 0.236 0.27
H 0.467 -2.112 -2.113 0.16
H -0.565 -1.214 -3.221 0.23
```

=====

Structures ranked by computed energy, the most stable listed first: two, one, three, four.